Entry 1:
C27H58Br3CaCl2FLiN3O14P2S as an isolated structure in a non-equilibrium geometry. Source: the Open Molecules 2025 dataset; level of theory: ωB97M-V with the def2-TZVPD basis set.

```
113
Properties=species:S:1:pos:R:3:forces:R:3:mulliken_charge:R:1
C 1.3849 2.4170 4.5612 -1.2 0.5 -1.5 -1.152
C 1.1915 1.0412 3.8160 0.0 0.6 1.0 0.139
P 0.7134 1.4522 2.0801 0.6 0.7 0.1 -0.777
C -0.8143 2.5031 2.3558 0.0 -0.4 0.8 -1.022
C 0.2291 -0.1027 0.9930 0.4 0.7 2.1 1.876
C -1.1143 -0.7566 1.4155 -1.1 -1.6 -1.7 -1.081
Br -2.0060 -0.3712 3.0906 0.6 0.1 -0.8 0.136
C -1.8700 -1.6188 0.6501 0.0 0.6 2.0 0.082
C -3.2057 -2.2509 1.0895 0.2 -0.5 -0.9 -1.220
Br -1.3502 -2.1509 -1.1493 -0.2 -0.2 -0.2 -0.104
N 0.1737 0.4684 -0.3815 -0.7 -0.1 1.0 1.169
C 1.3453 1.1614 -0.9095 0.5 0.0 -1.6 -1.600
C -1.1427 1.0649 -0.6896 -0.6 -0.2 -1.4 -0.924
C -1.2971 2.4727 -1.3568 0.7 -0.6 0.7 -0.180
C -1.0501 3.7596 -0.4384 -1.6 0.5 -1.0 -1.405
C -2.3915 4.1803 0.3549 2.0 0.8 -0.9 -0.039
N -1.9775 5.3383 1.1737 -0.2 0.2 0.3 -0.413
C 1.4271 -1.1643 1.3323 0.1 -0.9 0.3 -0.213
S 0.9517 -2.1996 2.8434 -0.2 -0.3 0.0 -0.249
C 1.6518 -2.3653 0.3302 0.1 -0.1 0.3 -1.785
C 1.9507 -2.1576 -1.1598 0.1 -1.1 -1.0 0.453
C 2.0856 -3.6075 -1.8522 0.1 0.9 0.2 -0.829
C 3.5287 -4.0224 -2.2933 -1.1 -0.8 -0.1 -0.439
C 3.4067 -5.2725 -3.2174 0.7 -0.2 -0.1 -0.512
O 3.5254 -4.9125 -4.6035 -0.9 -0.2 0.1 -0.340
C 2.5290 -5.5112 -5.4136 -0.3 -0.3 -0.5 -0.470
O 2.6560 -0.4823 1.6113 -0.5 0.0 -0.5 -0.226
C 3.6152 -1.0860 2.4409 1.8 -0.6 0.1 -0.487
P 5.2304 -0.1929 2.1171 -1.5 2.9 1.5 0.523
O 5.0884 1.2351 2.5950 0.5 -1.4 -0.7 -0.646
H 0.5311 2.5519 5.2539 0.5 0.3 -0.5 0.523
H 2.3620 2.3677 5.2586 -1.1 1.1 -2.2 0.199
H 1.4237 3.2816 3.8515 0.2 -0.4 0.3 0.316
H 2.1631 0.5254 3.9121 -0.5 0.2 -0.5 0.136
H 0.4541 0.4770 4.4167 0.3 0.1 -0.5 0.566
H -1.0711 2.5285 3.4359 0.1 -0.2 -0.7 0.409
H -0.6149 3.5634 2.1042 -0.1 -0.8 0.0 0.794
H -1.7250 2.1032 1.8762 0.5 0.3 0.3 -0.087
H -3.1054 -2.7464 2.0753 -0.1 0.6 -0.4 0.352
H -4.0230 -1.4986 1.0731 0.5 -0.4 0.3 0.103
H -3.5052 -3.0505 0.3755 0.3 0.6 0.3 0.476
H 2.3059 0.6316 -0.7498 -0.8 0.1 0.5 0.183
H 1.5060 2.2138 -0.5947 -0.2 -0.6 0.1 0.149
H 1.2526 1.1710 -2.0285 0.0 0.0 1.3 1.263
H -1.8752 1.0831 0.1389 0.7 -0.2 -0.2 0.509
H -1.6124 0.4125 -1.4688 0.1 0.4 0.5 0.023
H -0.7363 2.5641 -2.3824 0.2 -0.7 1.5 -0.069
H -2.4297 2.5069 -1.6504 1.3 -2.3 1.9 0.464
H -0.1609 3.7146 0.2115 -0.5 -0.4 -0.4 0.241
H -0.8556 4.6672 -1.1438 0.4 -0.7 1.1 0.578
H -3.1341 4.5985 -0.4064 0.1 -0.9 0.6 0.472
H -2.7882 3.3606 0.9785 -0.1 0.6 -0.4 0.216
H -1.5629 6.0503 0.5595 -0.7 -0.4 -0.4 0.140
H -2.7730 5.7380 1.6794 0.3 -0.2 -0.1 0.246
H 1.3738 -1.5336 3.9435 -0.2 0.3 -0.6 0.258
H 0.7933 -3.0566 0.5030 0.3 0.5 -0.5 0.515
H 2.5112 -2.9737 0.7031 -0.5 0.6 0.1 0.259
H 1.1660 -1.6321 -1.7320 0.5 0.1 0.7 -0.048
H 2.9156 -1.6334 -1.3326 -0.6 -0.2 0.3 0.164
H 1.4451 -3.6173 -2.7678 0.6 0.2 0.5 0.471
H 1.6653 -4.3842 -1.1677 0.3 0.4 -0.3 0.500
H 4.0032 -3.1875 -2.8382 -0.2 -0.6 0.2 0.257
H 4.1530 -4.3283 -1.4289 -0.3 0.5 -0.3 0.257
H 2.4361 -5.8077 -3.0652 0.5 0.4 0.1 0.136
H 4.2043 -6.0189 -2.9885 -0.5 0.5 -0.1 0.356
H 2.5738 -5.1319 -6.4573 0.3 0.0 0.8 0.273
H 1.4996 -5.2624 -5.0440 0.6 -0.2 -0.1 0.033
H 2.6339 -6.6224 -5.4824 -0.1 0.6 0.2 0.298
H 3.4744 -0.9379 3.5374 -0.2 0.1 -0.7 0.340
H 3.8191 -2.1715 2.2997 -0.6 0.4 -0.2 0.303
H 6.2371 -0.8683 2.8729 -0.3 -0.4 -0.7 0.084
H 5.4881 -0.2273 0.7316 0.2 -0.7 0.1 -0.050
Li -0.5183 7.5296 1.4148 0.1 -0.2 0.3 0.709
O -6.2023 0.4103 0.7666 -0.3 0.1 -0.5 -1.016
H -5.3536 0.1509 1.1204 0.4 0.0 0.4 0.155
N -3.2313 2.4448 5.2187 -0.1 0.0 0.5 0.835
O -2.7571 3.3553 5.9205 0.1 0.2 0.0 -0.673
O -3.0817 2.4826 3.9738 -0.2 0.2 -0.5 -0.499
O -3.8314 1.4940 5.7374 0.0 -0.2 -0.1 -0.623
Ca -2.2628 3.9894 -2.6163 -0.7 3.4 -3.0 1.090
O -5.8339 4.7419 -4.4904 0.0 0.0 0.1 -0.612
H -6.2545 4.3110 -5.2451 0.1 0.0 0.1 0.315
H -6.5738 5.0371 -3.9445 0.1 -0.1 0.0 0.326
Cl 6.0050 -1.7786 -1.8936 0.5 -1.1 0.5 -0.105
C 7.3472 -1.1159 -2.8607 0.1 0.5 0.2 -0.540
C 6.9377 0.3398 -2.9908 0.5 0.0 -0.2 -0.447
Cl 5.4177 0.3218 -3.9022 -0.1 0.8 -0.4 -0.117
H 7.4076 -1.6318 -3.8176 -0.3 0.1 0.0 0.300
H 8.3064 -1.2558 -2.3591 -0.3 0.1 0.3 0.314
H 7.6737 0.9740 -3.4883 -0.1 -0.2 -0.2 0.341
H 6.7474 0.7701 -2.0085 -0.1 -0.1 -0.1 0.246
C -7.9255 0.1094 3.4513 0.2 0.8 -0.6 -0.246
C -7.7892 -1.3788 3.3541 0.5 0.1 0.1 0.429
O -8.6252 -1.8434 4.4062 -0.5 0.3 -0.2 -0.335
C -9.6002 -0.9005 4.5636 -1.0 0.1 0.7 0.639
O -10.6236 -1.0810 5.1712 1.1 0.1 -0.6 -0.557
O -9.2704 0.2547 3.9377 -0.2 -0.7 0.4 -0.334
F -6.5200 -1.7804 3.5990 0.0 -0.3 0.0 -0.244
H -7.2306 0.5448 4.1721 0.1 -0.2 0.0 0.225
H -7.7908 0.6031 2.4874 0.0 -0.1 0.0 0.220
H -8.1277 -1.7974 2.4048 0.2 -0.1 0.0 0.182
Br 2.3545 1.3029 6.5545 1.3 -2.3 3.7 -0.475
C 2.8433 2.2476 -5.3153 0.4 -0.6 0.1 -0.615
C 1.7214 2.8522 -4.5055 -0.4 -0.9 1.0 0.427
O 1.2962 2.1175 -3.5073 -0.3 2.2 -2.3 -0.607
O 1.3491 3.9803 -4.8817 -0.9 -0.2 0.8 -0.722
H 3.1012 1.2738 -4.9024 0.0 0.0 -0.1 -0.074
H 2.5591 2.1248 -6.3613 -0.1 0.2 0.0 0.289
H 3.7220 2.8920 -5.2672 -0.1 0.0 -0.1 0.293
O -0.3995 -5.0130 -3.2057 -0.4 -0.4 -0.2 -0.387
H -1.1240 -5.2249 -3.8345 0.1 0.0 0.2 0.469
H -0.0642 -5.8186 -2.7541 0.0 0.2 0.0 0.445
H -0.6813 -4.3256 -2.5502 0.0 0.4 0.5 0.104
```
Positions in Å, forces in eV/Å.

## Properties
Total charge: 0
2S+1: 1

Entry 2:
A 10-piece molecular cluster, C27H58F6N6O13P overall in a non-equilibrium geometry. Source: the Open Molecules 2025 dataset; level of theory: ωB97M-V with the def2-TZVPD basis set.

```
111
Properties=species:S:1:pos:R:3:forces:R:3:mulliken_charge:R:1
P -17.0766 35.5173 24.2588 1.1 0.1 -0.1 1.813
F -15.4840 35.1613 24.2943 -0.5 -1.0 1.2 -0.478
F -16.5329 36.9397 23.7011 -0.8 0.9 0.1 -0.222
F -17.1429 34.9467 22.7772 0.2 -0.3 -1.6 -0.481
F -18.5844 35.9856 24.0601 -1.0 0.2 0.5 -0.632
F -17.5218 33.9935 24.7221 0.3 1.0 0.8 -0.282
F -17.1407 36.0784 25.8069 0.5 -0.8 -0.9 -0.235
C -20.4442 33.6273 26.9760 -0.5 -0.1 0.1 -0.822
O -19.1498 34.1508 27.2140 -0.5 -0.1 0.2 -0.383
H -20.8957 33.3261 27.9213 0.3 -0.2 0.1 0.274
H -21.1601 34.3398 26.5662 0.2 0.5 -0.2 0.303
H -20.4663 32.7802 26.2905 0.3 -0.2 0.0 0.289
H -18.7787 34.4034 26.3654 0.3 0.0 -0.2 0.200
C -22.9726 35.4120 20.6266 1.4 1.1 0.1 -1.481
C -21.6259 34.9063 21.3153 -2.3 1.3 -1.7 0.924
C -21.6402 34.7946 22.7970 -0.7 -0.5 1.7 0.043
O -21.3017 33.4198 23.0375 0.2 -0.9 -0.2 -0.315
C -21.2298 32.7566 21.8551 2.0 -0.9 0.5 0.605
O -20.8253 31.6327 21.6817 -0.9 0.5 0.8 -0.608
O -21.4573 33.5739 20.8536 -0.1 0.4 -0.9 -0.413
H -23.9155 34.9286 20.8823 0.4 -0.5 0.3 0.361
H -22.8610 35.4237 19.5424 0.2 -0.6 -0.1 0.369
H -23.1061 36.4802 20.7973 0.1 0.1 0.6 0.345
H -20.7787 35.5393 21.0511 -0.1 -0.1 -0.6 -0.008
H -22.6199 34.9130 23.2597 -0.2 0.3 -0.2 0.232
H -20.9463 35.4464 23.3277 0.1 -0.1 -0.3 -0.051
C -16.1342 32.3208 28.2283 -0.5 0.0 0.6 -1.593
C -15.5760 33.7333 28.3469 -1.1 -0.6 -0.3 1.781
C -15.5809 34.4421 29.7093 0.3 -1.3 -0.3 -0.249
O -14.1756 34.6588 29.9035 0.1 1.2 0.2 -0.389
C -13.4235 34.2770 28.8166 3.6 -0.5 1.7 0.594
O -12.1753 34.4004 28.7859 -5.0 -0.1 -0.3 -0.575
O -14.2086 33.5597 28.0146 1.3 1.0 -0.8 -0.272
H -15.6799 31.6465 28.9542 0.4 0.2 0.1 0.480
H -15.9193 31.9280 27.2345 -0.2 0.1 0.0 0.290
H -17.1977 32.2537 28.4575 -0.1 0.3 -0.4 0.320
H -16.0428 34.4283 27.6489 0.1 -0.3 -0.5 -0.815
H -15.9961 33.8097 30.4940 0.5 -0.3 0.2 0.265
H -16.2290 35.3184 29.7267 0.7 0.5 -0.2 0.191
C -11.5226 32.8348 25.7522 1.5 0.0 2.6 0.046
O -10.7798 32.5478 26.7010 -0.9 -0.9 -1.0 -0.675
N -11.2326 33.9019 25.0219 -0.1 0.6 -1.5 0.224
C -12.2518 34.4578 24.1654 0.3 0.1 0.0 -0.816
C -9.9871 34.6184 25.1507 0.3 0.3 0.4 -1.085
H -12.4767 32.3458 25.5014 0.2 -0.1 0.0 0.433
H -12.8903 33.6594 23.7872 -0.2 0.1 0.1 0.159
H -11.7344 34.9248 23.3273 -0.3 0.2 -0.2 0.339
H -12.8085 35.1871 24.7537 -0.4 0.2 -0.4 0.323
H -9.9436 35.4203 24.4137 0.0 -0.3 -0.3 0.393
H -9.8554 35.1322 26.1029 -0.3 -0.2 0.4 0.302
H -9.1220 33.9638 25.0457 -0.1 -0.1 -0.1 0.324
C -16.7619 39.0980 27.4352 -0.9 0.0 0.7 0.346
O -15.9663 40.0001 27.5176 0.1 0.3 0.2 -0.610
N -17.8058 38.8836 28.3332 0.8 -0.3 -1.4 0.094
C -18.7215 37.7472 28.0915 0.4 0.6 0.7 -0.631
C -17.8983 39.6594 29.5617 -0.2 -0.6 -0.3 -0.965
H -16.7085 38.3748 26.6068 -0.4 -0.2 0.1 0.143
H -18.4287 36.8544 28.6442 0.3 -0.2 -0.2 0.214
H -18.7794 37.5427 27.0224 0.0 -0.1 0.2 0.046
H -19.7108 37.9699 28.4912 -0.1 0.4 -0.2 0.360
H -17.3321 40.5906 29.5412 -0.1 -0.1 -0.5 0.310
H -18.9641 39.8444 29.6951 0.1 0.2 0.4 0.300
H -17.4980 39.0750 30.3901 -0.2 -0.1 0.3 0.300
C -15.2843 31.8346 22.9192 1.8 -1.7 -0.8 -0.018
O -14.1781 31.2763 23.1358 -1.9 1.6 0.2 -0.727
N -16.0506 31.4334 21.8624 0.9 1.6 0.8 0.207
C -17.3638 32.0161 21.5447 0.1 -1.4 -0.1 -0.642
C -15.4974 30.5140 20.8901 -0.5 -1.2 0.0 -1.109
H -15.6952 32.6646 23.5144 0.0 -0.3 0.0 0.556
H -18.0216 31.1472 21.5655 -0.5 0.2 -0.3 0.411
H -17.3419 32.4041 20.5263 -0.1 0.2 0.0 0.277
H -17.7794 32.7412 22.2444 0.7 0.0 0.1 -0.092
H -16.1430 29.6359 20.8973 -0.4 -0.1 -0.5 0.365
H -15.4462 30.9173 19.8788 -0.2 0.3 0.0 0.336
H -14.5300 30.0588 21.1021 0.1 0.8 0.6 0.309
C -17.0282 37.5675 20.2693 -0.3 -0.7 0.1 0.327
O -17.7821 38.3776 19.7533 0.8 0.3 0.0 -0.661
N -15.6709 37.4879 20.2377 -0.5 -1.0 -1.1 0.165
C -14.9953 36.3356 20.8460 0.4 0.7 1.0 -0.073
C -14.8835 38.4718 19.4984 -0.7 0.1 1.0 -1.021
H -17.4371 36.7343 20.8615 0.0 0.0 0.1 0.247
H -14.3166 36.8150 21.5513 0.4 -0.5 0.2 0.132
H -14.4318 35.6442 20.2195 0.0 0.6 -0.8 0.331
H -15.6152 35.6595 21.4348 -0.5 0.6 -0.1 -0.407
H -14.1899 38.0659 18.7620 -0.2 -0.3 0.1 0.302
H -15.6210 39.1323 19.0424 0.2 0.1 -0.2 0.337
H -14.3408 39.0304 20.2608 0.4 0.3 -0.2 0.320
C -12.2481 39.7882 26.1894 -2.2 1.7 1.7 0.008
O -13.1682 40.4764 26.7171 2.8 -1.7 -1.4 -0.567
N -12.4599 38.7518 25.3785 0.1 -1.2 -1.4 0.241
C -13.7804 38.1856 25.2252 -1.3 0.8 -0.3 -0.691
C -11.4237 37.9516 24.7044 0.6 -0.4 1.5 -0.862
H -11.1783 39.9291 26.4083 0.0 0.4 -0.1 0.320
H -13.9310 37.7966 24.2181 0.2 -0.3 0.1 -0.017
H -14.5402 38.9615 25.3180 0.2 0.2 0.2 0.309
H -14.0631 37.4436 25.9718 0.4 -0.3 0.0 0.273
H -10.5040 38.4469 24.3930 -0.5 0.8 -0.5 0.395
H -10.9801 37.2598 25.4206 -0.3 -0.5 0.2 0.395
H -11.8784 37.3299 23.9332 0.2 0.5 -0.1 0.146
C -19.9441 38.4440 22.3721 -0.7 -0.9 -0.5 0.650
O -21.0495 37.9998 21.9939 1.7 0.8 0.8 -0.732
N -19.7020 39.6423 22.9300 0.2 0.4 -0.1 0.180
C -18.3511 40.1435 23.1981 0.1 -0.7 0.2 -0.640
C -20.7968 40.5269 23.1994 -0.7 0.2 0.2 -1.034
H -19.0039 37.8728 22.3293 -0.3 -0.2 -0.3 -0.029
H -17.5939 39.3781 23.0284 -0.3 -0.3 0.0 -0.077
H -18.2623 40.4204 24.2486 -0.1 0.2 0.0 0.388
H -18.0482 40.9791 22.5672 -0.4 0.2 -0.1 0.308
H -20.9698 40.6673 24.2664 0.3 0.0 0.3 0.318
H -20.6370 41.5131 22.7637 0.0 0.0 -0.2 0.312
H -21.7188 40.0757 22.8329 0.2 0.1 -0.3 0.284
```
Positions in Å, forces in eV/Å.

## Properties
Total charge: -1
2S+1: 1

What HOMO energy values result from the calculations? In sequence: -5.1; -6.7 eV.
What gap between HOMO and LUMO values result from the calculations? In sequence: 1.57; 8.94 eV.